Record 1
# H8O4

4 unconnected molecules or ions with the total composition H8O4 (the ωB97M-V functional and the def2-TZVPD basis, OMol25).

The geometry in XYZ format:
```
12
Properties=species:S:1:pos:R:3
H 0.307 -0.835 0.297
H 1.551 -1.160 1.108
H -2.382 -1.140 0.095
H -3.186 -2.414 -0.108
H 3.294 -0.484 -1.171
H 2.129 0.111 -0.397
H -0.303 3.353 -0.069
H -1.411 2.705 0.745
O 1.225 -1.114 0.202
O -3.204 -1.467 -0.286
O 3.005 -0.273 -0.276
O -1.025 2.719 -0.138
```

Values from the calculation:
structure (SMILES): O.O.O.O
HOMO-LUMO gap: 10.101 eV
net charge: 0
energy: -305.6899 hartree
highest occupied orbital energy: -9.8 eV
energy above the lowest of the compared OMol25 structures with the same formula, charge and spin: 56.05 kcal/mol
E_LUMO: 0.2838 eV

Results of the natural (NBO) charge analysis, in e, for atoms 1 through 8: atom 1 (H): 0.453, atom 2 (H): 0.484, atom 3 (H): 0.461, atom 4 (H): 0.469, atom 5 (H): 0.460, atom 6 (H): 0.483, atom 7 (H): 0.470, atom 8 (H): 0.468



Record 2
# C48H64N2O2SeZr

A molecular structure, C48H64N2O2SeZr (the ωB97M-V functional and the def2-TZVPD basis, OMol25).

The geometry in XYZ format:
```
118
Properties=species:S:1:pos:R:3
Zr 1.260 0.015 -1.114
C -3.724 3.102 3.841
C -2.211 3.329 3.987
C -1.941 4.834 4.135
C -1.725 2.610 5.248
C -1.505 2.840 2.734
C -0.493 1.887 2.743
C 0.114 1.527 1.555
Se 1.453 0.108 1.544
C 0.052 -1.275 1.660
C -0.522 -1.558 2.887
C -1.572 -2.469 2.967
C -1.966 -3.068 1.777
C -1.414 -2.810 0.529
C -0.369 -1.864 0.455
O 0.284 -1.512 -0.675
C -1.973 -3.610 -0.641
C -3.479 -3.359 -0.789
C -1.298 -3.259 -1.964
C -1.712 -5.101 -0.377
C -2.273 -2.846 4.263
C -1.752 -2.037 5.451
C -3.783 -2.585 4.139
C -2.030 -4.335 4.552
C -0.220 2.083 0.307
O 0.527 1.699 -0.751
C -1.273 3.024 0.282
C -1.857 3.369 1.496
C -1.818 3.723 -0.961
C -1.147 3.239 -2.244
C -1.544 5.230 -0.820
C -3.330 3.475 -1.079
H -4.228 3.414 4.751
H -3.947 2.051 3.667
H -4.138 3.679 3.019
H -2.426 5.206 5.033
H -2.331 5.391 3.288
H -0.874 5.028 4.209
H -2.261 2.997 6.111
H -0.663 2.778 5.412
H -1.913 1.540 5.188
H -0.156 1.424 3.657
H -0.125 -1.063 3.760
H -2.757 -3.797 1.828
H -3.673 -2.312 -1.011
H -4.033 -3.633 0.103
H -3.857 -3.956 -1.613
H -1.430 -2.202 -2.218
H -1.734 -3.861 -2.757
H -0.237 -3.496 -1.895
H -2.260 -5.462 0.486
H -0.652 -5.273 -0.205
H -2.024 -5.678 -1.241
H -1.905 -0.973 5.293
H -0.697 -2.228 5.626
H -2.296 -2.322 6.347
H -3.976 -1.541 3.905
H -4.262 -2.819 5.086
H -4.248 -3.201 3.376
H -0.965 -4.538 4.640
H -2.436 -4.973 3.774
H -2.511 -4.603 5.488
H -2.634 4.116 1.469
H -0.101 3.527 -2.216
H -1.617 3.713 -3.102
H -1.235 2.153 -2.367
H -0.483 5.411 -0.658
H -2.089 5.657 0.016
H -1.851 5.749 -1.724
H -3.543 2.410 -1.148
H -3.706 3.962 -1.975
H -3.873 3.877 -0.229
C 0.656 -2.388 -4.383
C 0.171 -1.023 -4.765
C -0.845 -0.834 -5.688
C -1.169 0.442 -6.120
C -0.497 1.547 -5.620
C 0.507 1.403 -4.674
C 1.340 2.557 -4.197
C 0.807 0.109 -4.241
N 1.814 -0.072 -3.266
C 3.012 -0.423 -3.604
C 3.504 -0.549 -5.004
C 3.928 -0.619 -2.466
C 5.346 -0.988 -2.703
N 3.393 -0.434 -1.300
C 4.202 -0.397 -0.136
C 4.263 -1.503 0.717
C 3.473 -2.744 0.420
C 5.121 -1.433 1.808
C 5.878 -0.299 2.044
C 5.756 0.812 1.225
C 4.914 0.783 0.124
C 4.739 1.970 -0.778
H -0.122 -3.127 -4.537
H 0.985 -2.422 -3.340
H 1.497 -2.663 -5.022
H -1.368 -1.695 -6.072
H -1.926 0.579 -6.874
H -0.737 2.535 -5.977
H 0.765 3.478 -4.214
H 2.192 2.697 -4.863
H 1.716 2.380 -3.179
H 2.713 -0.362 -5.729
H 3.920 -1.540 -5.181
H 4.300 0.177 -5.180
H 5.392 -1.938 -3.235
H 5.885 -1.084 -1.764
H 5.847 -0.253 -3.332
H 4.013 -3.379 -0.283
H 2.490 -2.506 -0.014
H 3.335 -3.320 1.332
H 5.201 -2.284 2.465
H 6.565 -0.278 2.874
H 6.321 1.707 1.435
H 5.185 2.851 -0.325
H 3.671 2.169 -0.962
H 5.237 1.809 -1.734
```

Values from the calculation:
HOMO-LUMO gap: 5.862 eV
net charge: +2
energy: -4575.5871 hartree
highest occupied orbital energy: -13.3 eV
energy above the lowest of the compared OMol25 structures with the same formula, charge and spin: 6.74 kcal/mol
E_LUMO: -7.4771 eV

Results of the Löwdin charge analysis, in e, for atoms 1 through 8: atom 1 (Zr): 1.692, atom 2 (C): -0.029, atom 3 (C): -0.549, atom 4 (C): -0.029, atom 5 (C): -0.048, atom 6 (C): -0.138, atom 7 (C): -0.035, atom 8 (C): -0.360



Record 3
# C4H8ClN

A molecular structure, C4H8ClN (the ωB97M-V functional and the def2-TZVPD basis, OMol25).

The geometry in XYZ format:
```
14
Properties=species:S:1:pos:R:3
C 1.928 1.395 -0.188
C 1.361 0.352 0.461
C 0.539 -0.595 -0.155
C -1.263 -0.228 0.512
N -2.093 -1.224 -0.129
Cl -1.549 1.375 -0.136
H 2.404 2.169 0.380
H 1.591 1.622 -1.199
H 1.690 0.015 1.377
H 0.616 -1.532 0.218
H 0.149 -0.431 -1.161
H -1.283 -0.218 1.541
H -1.502 -1.903 -0.571
H -2.589 -0.797 -0.951
```

Values from the calculation:
HOMO-LUMO gap: 9.568 eV
net charge: 0
energy: -672.0620 hartree
highest occupied orbital energy: -8.5 eV
energy above the lowest of the compared OMol25 structures with the same formula, charge and spin: 46.88 kcal/mol
E_LUMO: 1.0572 eV

Results of the natural (NBO) charge analysis, in e, for atoms 1 through 8: atom 1 (C): -0.381, atom 2 (C): -0.221, atom 3 (C): -0.400, atom 4 (C): -0.010, atom 5 (N): -0.844, atom 6 (Cl): -0.055, atom 7 (H): 0.199, atom 8 (H): 0.192



Record 4
# C55H47F3N5O3P2PbS2

A molecular structure, C55H47F3N5O3P2PbS2 (the ωB97M-V functional and the def2-TZVPD basis, OMol25).

The geometry in XYZ format:
```
118
Properties=species:S:1:pos:R:3
Pb -23.153 0.782 5.904
S -21.963 2.632 7.912
C -21.767 4.074 6.974
C -20.711 4.900 7.437
N -19.889 5.634 7.728
C -22.192 4.071 5.638
S -23.499 3.324 4.955
C -21.440 4.783 4.685
N -20.751 5.166 3.869
C -24.529 -4.965 5.846
C -26.049 -4.742 5.768
C -26.878 -5.786 6.237
C -28.209 -5.631 6.414
C -28.791 -4.379 6.139
C -28.080 -3.286 5.739
C -26.732 -3.542 5.388
N -26.035 -2.476 4.720
C -25.539 -1.385 5.335
N -25.546 -1.394 6.721
C -25.871 -0.249 7.487
C -25.087 0.900 7.310
C -25.476 2.057 7.784
C -26.655 2.121 8.489
C -27.436 1.035 8.814
C -26.953 -0.207 8.392
C -27.594 -1.521 9.041
N -25.001 -0.413 4.615
C -24.968 -0.289 3.278
C -24.039 -1.191 2.457
C -24.370 -1.193 0.926
C -25.176 -0.092 0.335
C -25.804 0.778 1.152
C -25.746 0.673 2.606
C -26.598 1.677 3.487
H -23.971 -4.425 6.554
H -24.086 -4.710 4.848
H -24.353 -6.105 6.048
H -26.286 -6.753 6.366
H -28.784 -6.342 7.008
H -29.916 -4.352 6.061
H -28.535 -2.317 5.651
H -25.794 -2.509 3.674
H -25.657 -2.307 7.216
H -24.908 2.959 7.722
H -27.023 3.176 8.606
H -28.324 1.084 9.423
H -26.842 -2.318 8.987
H -28.381 -1.806 8.287
H -27.872 -1.372 10.068
H -24.044 -2.221 2.829
H -24.700 -2.151 0.527
H -25.285 -0.140 -0.758
H -26.449 1.470 0.616
H -27.546 1.751 2.994
H -26.221 2.710 3.574
H -26.654 1.365 4.535
F -22.479 -1.663 11.320
C -21.975 -1.147 10.238
F -22.790 -0.294 9.637
F -20.874 -0.483 10.682
C -21.504 -2.205 9.187
O -21.005 -1.849 8.120
O -21.593 -3.496 9.665
C -22.671 -5.030 11.082
C -22.920 -4.019 10.012
O -23.919 -3.655 9.424
H -22.892 -6.110 10.860
H -23.159 -4.794 12.058
H -21.604 -5.053 11.317
C -20.105 -2.699 4.937
P -20.932 -1.151 4.425
C -19.653 0.113 4.577
C -19.351 0.761 5.831
C -18.634 1.903 5.849
C -17.899 2.347 4.698
C -18.159 1.705 3.516
C -18.951 0.560 3.441
C -21.426 -1.355 2.720
C -20.618 -2.168 1.957
C -20.958 -2.653 0.685
C -22.127 -2.264 0.121
C -22.832 -1.026 0.569
C -22.581 -0.625 2.093
P -18.489 -3.328 4.228
C -17.270 -2.188 4.982
C -17.192 -1.914 6.355
C -16.097 -1.171 6.818
C -15.075 -0.671 5.985
C -15.236 -0.893 4.609
C -16.299 -1.594 4.141
C -18.362 -4.788 5.303
C -17.095 -5.217 5.749
C -16.923 -6.335 6.577
C -18.051 -7.103 6.912
C -19.303 -6.752 6.455
C -19.473 -5.554 5.790
H -20.832 -3.488 4.555
H -20.136 -2.784 6.029
H -19.883 0.414 6.720
H -18.754 2.505 6.804
H -17.165 3.091 5.002
H -17.567 1.967 2.615
H -19.051 0.010 2.529
H -19.714 -2.613 2.490
H -20.176 -3.176 0.194
H -22.549 -2.657 -0.851
H -22.780 -0.133 -0.111
H -22.694 0.544 2.233
H -17.995 -2.266 6.979
H -16.107 -0.957 7.889
H -14.390 0.090 6.364
H -14.612 -0.361 3.893
H -16.357 -1.728 3.098
H -16.154 -4.751 5.422
H -15.865 -6.514 6.857
H -18.070 -8.031 7.526
H -20.202 -7.325 6.674
H -20.463 -5.127 5.781
```

Values from the calculation:
HOMO-LUMO gap: 4.714 eV
net charge: -1
energy: -4594.8988 hartree
highest occupied orbital energy: -3.2 eV
energy above the lowest of the compared OMol25 structures with the same formula, charge and spin: 116.53 kcal/mol
E_LUMO: 1.5414 eV

Results of the Löwdin charge analysis, in e, for atoms 1 through 8: atom 1 (Pb): 0.961, atom 2 (S): 0.463, atom 3 (C): -0.751, atom 4 (C): -0.347, atom 5 (N): 0.136, atom 6 (C): -0.875, atom 7 (S): 0.537, atom 8 (C): -0.360



Record 5
# C33H41IN2PRhS3SbSi2

A molecular structure, C33H41IN2PRhS3SbSi2 (the ωB97M-V functional and the def2-TZVPD basis, OMol25).

The geometry in XYZ format:
```
85
Properties=species:S:1:pos:R:3
Rh 0.552 0.496 0.528
S 0.828 1.383 5.062
Sb 2.377 1.672 3.443
S 2.007 -0.359 1.996
S 1.033 2.523 1.502
I 0.076 -1.860 -0.763
C 0.131 -1.485 -2.825
C -0.614 -2.396 -3.525
C -0.608 -2.424 -4.928
C 0.188 -1.550 -5.596
C 0.968 -0.595 -4.904
C 1.804 0.248 -5.668
C 2.595 1.174 -5.064
C 2.519 1.322 -3.674
C 1.704 0.552 -2.870
P 1.753 1.268 -1.148
C 3.520 1.135 -0.746
C 4.154 2.027 0.113
C 5.457 1.788 0.520
C 6.126 0.651 0.094
C 5.490 -0.253 -0.745
C 4.193 -0.012 -1.165
C 1.287 2.973 -1.599
C -0.033 3.148 -2.007
C -0.502 4.410 -2.333
C 0.344 5.508 -2.254
C 1.664 5.333 -1.866
C 2.137 4.070 -1.539
C 0.931 -0.494 -3.472
H -1.205 -3.128 -2.990
H -1.207 -3.156 -5.453
H 0.252 -1.571 -6.677
H 1.809 0.126 -6.744
H 3.252 1.813 -5.638
H 3.121 2.100 -3.224
H 3.618 2.884 0.499
H 5.940 2.485 1.192
H 7.139 0.462 0.425
H 6.000 -1.152 -1.066
H 3.704 -0.727 -1.815
H -0.703 2.299 -2.066
H -1.531 4.535 -2.648
H -0.023 6.497 -2.497
H 2.330 6.183 -1.809
H 3.169 3.950 -1.236
C -2.786 0.229 3.404
Si -2.866 -1.639 3.211
C -3.341 -2.427 4.850
C -4.225 -2.048 1.960
C -1.261 -2.292 2.536
Si -0.475 -3.952 2.778
C -1.438 -5.209 1.747
C -0.560 -4.487 4.578
C 1.335 -4.024 2.258
H -3.508 0.564 4.154
H -3.036 0.713 2.457
H -1.797 0.577 3.719
H -4.256 -1.956 5.218
H -2.566 -2.289 5.606
H -3.535 -3.496 4.751
H -5.185 -1.643 2.292
H -4.343 -3.126 1.830
H -3.996 -1.613 0.984
H -0.735 -1.527 1.966
H -2.500 -5.210 2.000
H -1.048 -6.215 1.923
H -1.350 -5.000 0.677
H -1.574 -4.727 4.899
H -0.175 -3.704 5.234
H 0.058 -5.378 4.722
H 1.610 -3.297 1.494
H 1.563 -5.023 1.877
H 1.985 -3.828 3.113
C -4.046 3.655 0.632
N -3.207 2.556 0.186
C -3.508 1.623 -0.776
C -2.446 0.772 -0.819
N -1.510 1.169 0.107
C -1.997 2.250 0.683
H -4.876 3.765 -0.061
H -3.469 4.578 0.644
H -4.435 3.456 1.629
H -4.432 1.648 -1.326
H -2.311 -0.103 -1.432
H -1.504 2.802 1.468
```

Values from the calculation:
2S+1: 2
HOMO-LUMO gap (alpha / beta): 5.643 / 5.644 eV
net charge: 0
energy: -4155.0799 hartree
highest occupied orbital energy (alpha / beta): -6.4 / -6.4 eV
energy above the lowest of the compared OMol25 structures with the same formula, charge and spin: 12.85 kcal/mol
E_LUMO (alpha / beta): -0.7950 / -0.7972 eV

Results of the Löwdin charge analysis, in e, for atoms 1 through 8: atom 1 (Rh): -0.002, atom 2 (S): -0.349, atom 3 (Sb): 0.219, atom 4 (S): -0.067, atom 5 (S): 0.021, atom 6 (I): 1.230, atom 7 (C): -0.573, atom 8 (C): -0.176



Record 6
# C17H19Cl2N5O6S5Ti

A molecular structure, C17H19Cl2N5O6S5Ti (the ωB97M-V functional and the def2-TZVPD basis, OMol25).

The geometry in XYZ format:
```
55
Properties=species:S:1:pos:R:3
Ti 0.148 -1.003 -1.279
O -0.252 -1.699 2.695
C 0.149 -1.606 1.518
O -0.601 -1.275 0.527
C 1.563 -1.745 1.131
C 2.659 -2.092 1.913
C 3.908 -2.135 1.325
C 4.047 -1.842 -0.045
C 2.930 -1.510 -0.758
N 1.719 -1.443 -0.169
C 2.811 -1.186 -2.230
O 3.768 -1.092 -2.962
O 1.551 -1.025 -2.551
H 2.507 -2.329 2.957
H 4.779 -2.397 1.911
H 5.005 -1.880 -0.546
S -2.706 -5.768 -6.140
C -2.170 -4.758 -4.935
S -2.730 -3.150 -4.711
C -1.770 -2.740 -3.312
C -0.934 -3.700 -2.874
S 0.117 -3.533 -1.496
S -0.976 -5.194 -3.779
S -1.962 -1.186 -2.535
N 1.921 1.566 -0.069
C 0.760 1.705 0.804
C 0.794 2.999 1.636
C -0.364 3.262 2.611
C -0.631 2.183 3.668
N -1.266 0.958 3.186
C -2.438 0.883 2.575
N -2.841 -0.285 2.086
N -3.291 1.937 2.565
C -0.543 1.522 0.000
O -1.586 2.009 0.438
O -0.467 0.867 -1.101
H 2.787 1.649 0.448
H 1.916 2.254 -0.812
H 0.796 0.863 1.505
H 0.846 3.851 0.951
H 1.736 2.980 2.196
H -1.248 3.427 2.004
H -0.152 4.193 3.147
H -1.227 2.598 4.486
H 0.316 1.864 4.107
H -0.741 0.075 3.186
H -2.137 -1.017 2.026
H -3.562 -0.287 1.385
H -2.861 2.839 2.674
H -3.964 1.923 1.815
Cl -2.149 1.641 -5.631
C -1.276 1.976 -4.119
Cl 0.338 1.280 -4.103
H -1.826 1.521 -3.303
H -1.197 3.051 -4.019
```

Values from the calculation:
2S+1: 2
HOMO-LUMO gap (alpha / beta): 5.555 / 5.548 eV
net charge: -1
energy: -5145.5856 hartree
highest occupied orbital energy (alpha / beta): -3.6 / -3.6 eV
energy above the lowest of the compared OMol25 structures with the same formula, charge and spin: 29.11 kcal/mol
E_LUMO (alpha / beta): 1.9292 / 1.9256 eV

Results of the natural (NBO) charge analysis, in e, for atoms 1 through 8: atom 1 (Ti): 1.356, atom 2 (O): -0.735, atom 3 (C): 0.762, atom 4 (O): -0.724, atom 5 (C): 0.041, atom 6 (C): -0.190, atom 7 (C): -0.203, atom 8 (C): -0.195